[1]
Formula: C8H7ClFN
Source: the Open Molecules 2025 dataset
Level of theory: the ωB97M-V functional and the def2-TZVPD basis

```
! wB97M-V def2-TZVPD RIJCOSX def2/J DEFGRID3
* xyz 0 1
F 1.9245 1.9752 -0.6964
C 1.2465 0.7432 -0.6566
C -0.1496 0.8619 -0.0241
N -0.8235 1.9485 0.3172
C -2.1052 1.5136 0.6977
C -2.1125 0.1493 0.8239
C -0.8422 -0.3449 0.3908
C -0.2094 -1.5433 0.2311
C 0.9089 -1.6282 -0.7511
C 1.9283 -0.4819 -0.6307
Cl 2.7285 -0.5818 1.2531
H -0.8188 2.8822 0.0562
H -2.9165 2.2949 0.8693
H -2.8973 -0.5646 1.0342
H -0.6240 -2.4989 0.6606
H 1.2379 -2.7086 -0.6352
H 0.6045 -1.5871 -1.8794
H 2.9200 -0.4294 -1.0608
*
```

SMILES = FC1=c2[nH]ccc2=CC[C@@H]1Cl
relative energy (zero: lowest compared OMol25 entry of this formula, charge and spin) = 174.4 kJ/mol
energy = -923.751463 Ha
highest occupied orbital energy (alpha / beta) = -7.4623 / -7.4470 eV

***

[2]
Formula: C54H49F4N8S3Ti
Source: the Open Molecules 2025 dataset
Level of theory: the ωB97M-V functional and the def2-TZVPD basis

```
! wB97M-V def2-TZVPD RIJCOSX def2/J DEFGRID3
* xyz 3 1
Ti -1.2244 0.5654 -1.3704
C -1.2957 4.2729 -0.8995
C -1.3421 3.5823 -2.2533
N -0.4662 2.3679 -2.4004
C 0.9682 2.7878 -2.2882
C 1.5777 2.8407 -0.8969
C -0.6835 1.8287 -3.7797
C -2.1421 1.4029 -3.9518
N -2.6312 0.9559 -2.6428
C -4.0038 1.0056 -2.3912
C -4.4067 1.0004 -1.0687
F -3.3886 0.9033 -0.1547
C -5.7125 1.0832 -0.6519
F -5.9690 1.0821 0.6581
C -6.7202 1.1575 -1.5896
C -6.3546 1.1353 -2.9230
F -7.2843 1.1749 -3.8646
C -5.0310 1.0488 -3.3294
F -4.7643 0.9808 -4.6363
H -2.1623 4.9285 -0.8177
H -1.3328 3.5581 -0.0777
H -0.4106 4.8948 -0.7800
H -2.3610 3.2830 -2.4709
H -1.0366 4.2788 -3.0382
H 1.5422 2.1096 -2.9071
H 1.0429 3.7743 -2.7512
H 1.4648 1.8950 -0.3676
H 2.6435 3.0475 -1.0102
H 1.1477 3.6232 -0.2738
H -0.4316 2.5836 -4.5259
H -0.0081 0.9845 -3.9101
H -2.7342 2.2420 -4.3129
H -2.2084 0.6224 -4.7088
H -7.7618 1.2194 -1.3028
N -0.8338 0.9074 0.4019
S -0.6223 0.9419 1.8769
N 0.9280 0.8134 2.2690
S 1.7890 -0.4122 1.8520
N 1.6440 -1.0652 0.4708
S 1.6266 -0.9292 -1.1125
N 0.4171 -0.3363 -1.7509
C 3.1180 -0.1457 -1.6621
C 3.1223 0.2994 -2.9802
C 4.3014 0.7933 -3.5118
C 5.4569 0.8173 -2.7391
C 5.4444 0.3293 -1.4394
C 4.2729 -0.1735 -0.8933
C 1.8994 -2.5996 -1.6300
C 2.5718 -3.5082 -0.8217
C 2.8635 -4.7621 -1.3383
C 2.4958 -5.0876 -2.6384
C 1.8459 -4.1574 -3.4411
C 1.5563 -2.8972 -2.9445
C 1.5692 -1.7171 3.0087
C 1.6417 -1.3431 4.3493
C 1.5380 -2.3312 5.3105
C 1.3688 -3.6589 4.9271
C 1.2892 -4.0065 3.5842
C 1.3896 -3.0307 2.6033
C 3.3970 0.2076 2.1583
C 3.6417 1.5619 1.9562
C 4.9438 2.0128 2.0933
C 5.9604 1.1230 2.4245
C 5.6913 -0.2277 2.6202
C 4.3959 -0.7025 2.4917
C -1.0278 2.4446 2.6610
C -0.1477 3.0547 3.5497
C -0.5586 4.2273 4.1643
C -1.8161 4.7530 3.8944
C -2.6817 4.1180 3.0080
C -2.2932 2.9506 2.3752
C -1.5419 -0.2985 2.7292
C -1.9468 -0.0683 4.0404
C -2.6351 -1.0750 4.6998
C -2.9017 -2.2772 4.0545
C -2.4820 -2.4876 2.7461
C -1.7975 -1.4922 2.0684
H 2.2246 0.2528 -3.5820
H 4.3215 1.1533 -4.5323
H 6.3769 1.1994 -3.1620
H 6.3523 0.3285 -0.8501
H 4.2740 -0.5831 0.1026
H 2.8866 -3.2404 0.1764
H 3.3818 -5.4860 -0.7226
H 2.7214 -6.0703 -3.0327
H 1.5559 -4.4140 -4.4515
H 1.0657 -2.1653 -3.5737
H 1.7900 -0.3076 4.6340
H 1.5987 -2.0681 6.3586
H 1.3018 -4.4290 5.6849
H 1.1517 -5.0408 3.2966
H 1.3109 -3.2823 1.5559
H 2.8385 2.2386 1.6974
H 5.1653 3.0622 1.9484
H 6.9731 1.4874 2.5423
H 6.4878 -0.9103 2.8872
H 4.1771 -1.7520 2.6459
H 0.8264 2.6304 3.7466
H 0.1035 4.7291 4.8574
H -2.1292 5.6667 4.3834
H -3.6607 4.5342 2.8103
H -2.9588 2.4428 1.6874
H -1.7524 0.8772 4.5305
H -2.9749 -0.9149 5.7145
H -3.4471 -3.0544 4.5752
H -2.6894 -3.4301 2.2542
H -1.4473 -1.6404 1.0562
N -1.2914 -4.7411 -4.9519
C -1.7839 -4.1625 -4.0905
C -2.3484 -3.4421 -2.9775
C -3.4395 -3.9158 -2.2566
C -3.9029 -3.1463 -1.2053
C -3.2657 -1.9552 -0.9091
N -2.2082 -1.4976 -1.5993
C -1.7688 -2.2399 -2.6185
H -3.9120 -4.8521 -2.5245
H -4.7596 -3.4538 -0.6216
H -3.6107 -1.3453 -0.0871
H -0.9472 -1.8479 -3.1937
*
```

relative energy (zero: lowest compared OMol25 entry of this formula, charge and spin) = 87.3 kJ/mol
energy = -4967.684433 Ha
highest occupied orbital energy = -15.0730 eV

***

[3]
Formula: C9H13NO2
Source: the Open Molecules 2025 dataset
Level of theory: the ωB97M-V functional and the def2-TZVPD basis

```
! wB97M-V def2-TZVPD RIJCOSX def2/J DEFGRID3
* xyz -1 2
C 3.0901 0.2579 2.0144
C -1.2295 0.0517 1.8192
C -0.5872 1.2362 1.6924
C -0.4577 -1.1398 1.8598
C 0.8238 1.3026 1.7947
C 0.8985 -1.0669 1.9137
C 1.6040 0.1698 1.8407
O -2.5707 -0.2017 1.9180
H -3.1081 0.5639 1.6864
H -1.1645 2.1541 1.6847
H -1.0290 -2.0236 2.1048
H 1.2445 2.2897 1.6415
H 1.4785 -1.9667 2.0943
H 3.6761 0.2511 1.0951
H 3.3623 -0.6181 2.6186
H 3.4773 1.0913 2.6042
C -1.3812 0.7267 -3.6715
C -1.4050 -0.6154 -2.9853
O -2.2979 -0.9056 -2.2236
N -0.3151 -1.3653 -3.2543
H -2.0870 0.5845 -4.5068
H -0.4547 1.1768 -4.0168
H -0.1595 -2.2355 -2.7606
H 0.4698 -1.2198 -3.8832
H -1.8778 1.5023 -3.0805
*
```

relative energy (zero: lowest compared OMol25 entry of this formula, charge and spin) = 136.3 kJ/mol
energy = -555.920263 Ha
highest occupied orbital energy (alpha / beta) = 1.4396 / -3.5278 eV
⟨S²⟩ = 0.7569

***

[4]
Formula: C3H7N2O
Source: the Open Molecules 2025 dataset
Level of theory: the ωB97M-V functional and the def2-TZVPD basis

```
! wB97M-V def2-TZVPD RIJCOSX def2/J DEFGRID3
* xyz 1 1
C -2.8222 0.2108 -0.5468
N -1.9341 0.1813 0.2968
C -0.6573 -0.8101 0.1466
O -0.4391 -1.8632 0.5778
C 0.3585 0.0978 -0.5687
N 1.7304 -0.4396 -0.3307
H -3.5356 1.0452 -0.2976
H -2.9018 -0.1850 -1.4899
H 0.2397 1.0237 0.0169
H 0.0644 0.2737 -1.7055
H 2.3856 0.2217 0.0833
H 2.2402 -0.9710 -1.0348
H 1.5556 -1.2361 0.3779
*
```

SMILES = C=NC(=O)C[NH3+]
relative energy (zero: lowest compared OMol25 entry of this formula, charge and spin) = 285.6 kJ/mol
energy = -302.931226 Ha
highest occupied orbital energy = -13.8040 eV

***

[5]
Formula: C46H24ClFIrN12O
Source: the Open Molecules 2025 dataset
Level of theory: the ωB97M-V functional and the def2-TZVPD basis

```
! wB97M-V def2-TZVPD RIJCOSX def2/J DEFGRID3
* xyz 0 2
Ir -0.2604 -0.1192 0.3086
C 3.9283 1.5548 -4.6929
C 4.5278 0.3370 -4.3827
C 4.0774 -0.4266 -3.3111
C 3.0171 0.0703 -2.5840
C 2.2695 -0.4969 -1.4458
N 1.1897 0.3309 -1.1803
C 1.2702 1.4169 -1.9786
N 0.4924 2.4819 -1.9471
C -0.7325 2.4038 -1.4568
C -1.6735 3.5078 -1.3065
C -1.5205 4.8832 -1.3507
C -2.6306 5.6674 -1.0674
C -3.8651 5.0874 -0.7724
C -4.0228 3.7091 -0.7304
C -2.9091 2.9254 -0.9816
C -2.6737 1.4855 -0.9314
N -3.5970 0.5537 -0.8490
C -3.2699 -0.7266 -0.8130
N -2.0599 -1.2755 -0.4584
C -2.1704 -2.6221 -0.4730
N -1.2567 -3.5365 -0.1909
C -0.0055 -3.2233 0.0771
N 0.5234 -2.0189 0.2449
C 1.9874 -2.1098 0.2913
N 2.6546 -1.5691 -0.8639
C 2.2664 -3.5911 0.3223
C 3.4611 -4.2786 0.3244
C 3.4007 -5.6641 0.2483
C 2.1825 -6.3231 0.1167
C 0.9894 -5.6178 0.0516
C 1.0508 -4.2410 0.1590
C -3.5206 -2.9898 -0.8839
C -4.1153 -4.2195 -1.1009
C -5.4349 -4.2303 -1.5298
C -6.1321 -3.0392 -1.7353
C -5.5311 -1.8060 -1.5265
C -4.2174 -1.7952 -1.0867
N -1.3516 1.2383 -1.1540
C 2.4075 1.2828 -2.8947
C 2.8587 2.0471 -3.9558
H 4.3003 2.1227 -5.5362
H 5.3502 -0.0202 -4.9886
H 4.5205 -1.3791 -3.0533
H -0.5597 5.3243 -1.5841
H -2.5395 6.7459 -1.0720
H -4.7125 5.7268 -0.5608
H -4.9747 3.2499 -0.4970
H 4.4097 -3.7617 0.3941
H 4.3156 -6.2405 0.2887
H 2.1745 -7.4025 0.0407
H 0.0362 -6.1094 -0.0901
H -3.5585 -5.1333 -0.9405
H -5.9279 -5.1762 -1.7132
H -7.1626 -3.0777 -2.0642
H -6.0658 -0.8821 -1.7037
H 2.3917 2.9908 -4.2048
Cl -2.8234 4.3093 3.2320
C -1.3611 3.7151 2.5478
C -0.1829 4.4393 2.6314
C 0.9587 3.8964 2.0689
C 0.8871 2.6581 1.4540
N -0.2545 1.9717 1.3779
C -1.3591 2.4845 1.9129
H -0.1651 5.3952 3.1371
H 1.9021 4.4218 2.1140
H 1.7637 2.1934 1.0242
H -2.2629 1.8934 1.8577
O 2.1388 -0.0693 1.3447
N 2.3935 -1.2876 1.4758
C 2.8889 -1.7156 2.6376
C 3.3381 -0.7239 3.5484
N 3.7022 0.0666 4.3001
C 2.8050 -3.0368 3.1439
N 2.6985 -4.0272 3.7201
F -2.4485 -2.0423 5.7922
C -2.0203 -1.5225 4.6198
C -0.6991 -1.1501 4.4867
C -0.2703 -0.6478 3.2635
C -1.1256 -0.5407 2.1650
C -2.4705 -0.8553 2.3730
C -2.9235 -1.3476 3.5926
H -0.0188 -1.2472 5.3234
H 0.7504 -0.2959 3.1905
H -3.2011 -0.7141 1.5880
H -3.9653 -1.6002 3.7438
*
```

relative energy (zero: lowest compared OMol25 entry of this formula, charge and spin) = 316.2 kJ/mol
energy = -3163.983241 Ha
highest occupied orbital energy (alpha / beta) = -6.5640 / -7.2737 eV
⟨S²⟩ = 0.8029

***

[6]
Formula: C15H8Cl5CrIN2O5
Source: the Open Molecules 2025 dataset
Level of theory: the ωB97M-V functional and the def2-TZVPD basis

```
! wB97M-V def2-TZVPD RIJCOSX def2/J DEFGRID3
* xyz 1 2
Cr 0.4430 -0.3664 0.1477
O -2.2604 0.3355 -2.8469
C -1.5671 0.1426 -1.7588
O -0.3859 -0.2225 -1.7585
C -2.2567 0.3823 -0.4717
C -3.5364 0.8307 -0.2311
C -3.8980 1.0426 1.1009
C -2.9817 0.8219 2.1199
C -1.7145 0.3769 1.7797
N -1.4010 0.1568 0.5186
C -0.5295 0.1313 2.6849
O -0.5851 0.2471 3.8700
O 0.5605 -0.2337 1.9816
H -1.6982 0.1879 -3.6257
H -4.2190 1.0192 -1.0476
H -4.8923 1.3973 1.3348
H -3.2141 0.9996 3.1614
Cl 2.8788 -0.7098 -0.1703
C 2.6748 1.0627 -0.1032
C 1.3491 1.4129 -0.0699
C 1.0785 2.7652 0.0134
Cl -0.5751 3.3121 0.0368
C 2.1112 3.7044 0.0659
Cl 1.7561 5.3785 0.1680
C 3.4470 3.2829 0.0301
Cl 4.7205 4.4260 0.0872
C 3.7502 1.9248 -0.0581
Cl 5.3554 1.3360 -0.1072
N 0.5010 -4.5749 0.4257
C 0.4247 -3.4720 -0.2959
O 0.0647 -2.3999 0.2304
C 0.7816 -3.4796 -1.7586
I 1.0783 -5.3539 -2.6925
H 0.2871 -4.5287 1.4100
H 0.7564 -5.4559 0.0077
H 1.7047 -2.9158 -1.8825
H -0.0082 -2.9641 -2.2962
*
```

relative energy (zero: lowest compared OMol25 entry of this formula, charge and spin) = 29.4 kJ/mol
energy = -4705.100679 Ha
highest occupied orbital energy (alpha / beta) = -11.7415 / -11.7718 eV
⟨S²⟩ = 0.7636

***

The calculation returns the following max |F| values, one per record and in order: 8.13 0.65 3.75 6.46 5.21 1.14 eV/Å.